The following is a DFT calculation (ωB97M-V with the def2-TZVPD basis set) of a 16-piece molecular cluster, C44H126N6O26 overall.

Last columns: bonded neighbours and bond lengths (Å).
Element x y z (Å)
1 C -27.659 -0.426 -0.075  C2 1.551, H7 1.092, H8 1.083, H9 1.105
2 C -27.024 -1.343 1.003  C1 1.551, C3 1.515, N6 1.460, H10 1.112
3 C -26.020 -0.592 1.852  C2 1.515, O4 1.385, H11 1.110, H12 1.088
4 O -24.970 -0.152 1.062  C3 1.385, C5 1.399
5 C -24.040 0.672 1.704  O4 1.399, H13 1.122, H14 1.087, H15 1.150
6 N -28.202 -1.718 1.780  C2 1.460, H16 1.008, H17 1.024
7 H -28.263 0.319 0.447  C1 1.092
8 H -28.315 -0.974 -0.739  C1 1.083
9 H -26.967 0.048 -0.794  C1 1.105
10 H -26.503 -2.227 0.574  C2 1.112
11 H -25.753 -1.283 2.678  C3 1.110
12 H -26.433 0.255 2.397  C3 1.088
13 H -24.557 1.600 2.066  C5 1.122
14 H -23.259 0.925 0.991  C5 1.087
15 H -23.627 0.156 2.645  C5 1.150
16 H -28.095 -2.461 2.453  N6 1.008
17 H -28.910 -2.051 1.119  N6 1.024
18 C -23.653 -4.084 -0.843  C19 1.536, H24 1.097, H25 1.098, H26 1.101
19 C -23.326 -2.795 -1.610  C18 1.536, C20 1.524, N23 1.518, H27 1.127
20 C -21.879 -2.364 -1.405  C19 1.524, O21 1.424, H28 1.096, H29 1.104
21 O -21.677 -1.025 -1.845  C20 1.424, C22 1.387
22 C -20.437 -0.450 -1.611  O21 1.387, H30 1.087, H31 1.112, H32 1.116
23 N -23.715 -2.905 -3.074  C19 1.518, H33 1.014, H34 1.024
24 H -22.813 -4.785 -0.755  C18 1.097
25 H -24.402 -4.674 -1.388  C18 1.098
26 H -24.013 -3.842 0.170  C18 1.101
27 H -23.976 -1.965 -1.213  C19 1.127
28 H -21.177 -3.015 -1.939  C20 1.096
29 H -21.613 -2.498 -0.342  C20 1.104
30 H -20.279 0.484 -2.143  C22 1.087
31 H -19.579 -1.091 -1.910  C22 1.112
32 H -20.302 -0.288 -0.515  C22 1.116
33 H -23.473 -2.039 -3.541  N23 1.014
34 H -23.058 -3.572 -3.491  N23 1.024
35 C -22.726 -3.698 -7.838  C36 1.540, H41 1.124, H42 1.105, H43 1.109
36 C -22.314 -2.617 -6.821  C35 1.540, C37 1.557, N40 1.478, H44 1.102
37 C -21.014 -2.988 -6.049  C36 1.557, O38 1.438, H45 1.074, H46 1.104
38 O -21.268 -4.203 -5.323  C37 1.438, C39 1.416
39 C -20.115 -4.923 -4.925  O38 1.416, H47 1.106, H48 1.102, H49 1.071
40 N -21.979 -1.369 -7.540  C36 1.478, H50 1.000, H51 1.022
41 H -23.092 -4.634 -7.336  C35 1.124
42 H -21.940 -3.996 -8.555  C35 1.105
43 H -23.613 -3.400 -8.434  C35 1.109
44 H -23.050 -2.331 -6.054  C36 1.102
45 H -20.820 -2.258 -5.285  C37 1.074
46 H -20.142 -3.050 -6.722  C37 1.104
47 H -19.666 -5.563 -5.706  C39 1.106
48 H -20.417 -5.568 -4.085  C39 1.102
49 H -19.411 -4.213 -4.540  C39 1.071
50 H -22.765 -1.079 -8.086  N40 1.000
51 H -21.166 -1.504 -8.145  N40 1.022
52 C -26.203 2.857 -6.772  C53 1.499, H58 1.083, H59 1.140, H60 1.093
53 C -25.968 4.333 -6.662  C52 1.499, C54 1.517, N57 1.467, H61 1.084
54 C -26.366 5.109 -7.902  C53 1.517, O55 1.438, H62 1.069, H63 1.090
55 O -26.330 4.197 -9.014  C54 1.438, C56 1.427
56 C -26.782 4.867 -10.190  O55 1.427, H64 1.069, H65 1.075, H66 1.091
57 N -26.654 4.843 -5.470  C53 1.467, H67 1.017, H68 1.038
58 H -25.527 2.518 -7.548  C52 1.083
59 H -27.237 2.619 -7.188  C52 1.140
60 H -25.952 2.302 -5.865  C52 1.093
61 H -24.904 4.491 -6.529  C53 1.084
62 H -25.692 5.915 -8.097  C54 1.069
63 H -27.389 5.481 -7.841  C54 1.090
64 H -27.515 5.592 -9.904  C56 1.069
65 H -27.157 4.107 -10.852  C56 1.075
66 H -25.884 5.374 -10.545  C56 1.091
67 H -26.427 5.822 -5.311  N57 1.017
68 H -26.187 4.338 -4.693  N57 1.038
69 C -28.829 -1.461 -5.899  C70 1.524, H75 1.079, H76 1.106, H77 1.088
70 C -27.687 -0.671 -6.529  C69 1.524, C71 1.527, N74 1.451, H78 1.088
71 C -26.527 -0.546 -5.545  C70 1.527, O72 1.366, H79 1.098, H80 1.094
72 O -26.945 0.115 -4.425  C71 1.366, C73 1.460
73 C -25.911 0.252 -3.403  O72 1.460, H81 1.066, H82 1.097, H83 1.076
74 N -27.208 -1.315 -7.738  C70 1.451, H84 0.984, H85 1.021
75 H -28.537 -2.370 -5.396  C69 1.079
76 H -29.655 -1.726 -6.585  C69 1.106
77 H -29.325 -0.903 -5.107  C69 1.088
78 H -28.049 0.287 -6.895  C70 1.088
79 H -25.783 0.017 -6.126  C71 1.098
80 H -26.110 -1.539 -5.352  C71 1.094
81 H -26.347 0.758 -2.573  C73 1.066
82 H -25.124 0.785 -3.951  C73 1.097
83 H -25.602 -0.746 -3.148  C73 1.076
84 H -27.791 -1.190 -8.520  N74 0.984
85 H -27.117 -2.310 -7.531  N74 1.021
86 C -30.475 -2.130 -9.775  C87 1.487, H92 1.084, H93 1.088, H94 1.059
87 C -31.752 -1.706 -9.144  C86 1.487, C88 1.489, N91 1.406, H95 1.084
88 C -32.679 -1.141 -10.163  C87 1.489, O89 1.404, H96 1.058, H97 1.091
89 O -33.858 -0.708 -9.534  C88 1.404, C90 1.387
90 C -34.910 -0.608 -10.433  O89 1.387, H98 1.136, H99 1.117, H100 1.092
91 N -32.282 -2.597 -8.192  C87 1.406, H101 1.014, H102 1.011
92 H -29.864 -1.282 -10.063  C86 1.084
93 H -30.530 -2.812 -10.621  C86 1.088
94 H -29.922 -2.697 -9.072  C86 1.059
95 H -31.483 -0.807 -8.602  C87 1.084
96 H -32.878 -1.838 -10.933  C88 1.058
97 H -32.116 -0.342 -10.646  C88 1.091
98 H -35.700 0.086 -10.004  C90 1.136
99 H -35.383 -1.591 -10.676  C90 1.117
100 H -34.514 -0.194 -11.362  C90 1.092
101 H -32.270 -3.537 -8.572  N91 1.014
102 H -33.220 -2.426 -7.858  N91 1.011
103 C -22.160 0.819 -5.082  C104 1.564, O106 1.422, H107 1.091, H108 1.086
104 C -23.060 1.776 -5.930  C103 1.564, O105 1.468, H109 1.076, H110 1.075
105 O -22.433 3.084 -6.160  C104 1.468, H111 0.960
106 O -20.845 0.731 -5.616  C103 1.422, H112 0.982
107 H -22.649 -0.146 -4.935  C103 1.091
108 H -22.010 1.211 -4.081  C103 1.086
109 H -23.955 1.891 -5.344  C104 1.076
110 H -23.234 1.318 -6.887  C104 1.075
111 H -21.630 2.821 -6.617  O105 0.960
112 H -20.893 0.074 -6.345  O106 0.982
113 C -23.384 2.512 -1.655  C114 1.494, O116 1.416, H117 1.122, H118 1.093
114 C -23.866 3.476 -2.690  C113 1.494, O115 1.443, H119 1.083, H120 1.077
115 O -25.254 3.279 -3.031  C114 1.443, H121 0.958
116 O -23.718 2.881 -0.330  C113 1.416, H122 0.941
117 H -22.269 2.407 -1.720  C113 1.122
118 H -23.743 1.525 -1.955  C113 1.093
119 H -23.235 3.345 -3.562  C114 1.083
120 H -23.792 4.508 -2.391  C114 1.077
121 H -25.845 3.437 -2.294  O115 0.958
122 H -24.636 2.840 -0.127  O116 0.941
123 C -28.154 4.141 -0.213  C124 1.524, O126 1.411, H127 1.086, H128 1.100
124 C -29.383 3.486 0.405  C123 1.524, O125 1.434, H129 1.112, H130 1.072
125 O -29.836 2.347 -0.339  C124 1.434, H131 0.965
126 O -27.333 3.197 -0.864  C123 1.411, H132 0.954
127 H -27.638 4.663 0.588  C123 1.086
128 H -28.471 4.839 -1.002  C123 1.100
129 H -30.163 4.261 0.575  C124 1.112
130 H -29.084 3.066 1.345  C124 1.072
131 H -30.143 2.764 -1.153  O125 0.965
132 H -27.851 2.397 -0.834  O126 0.954
133 C -27.056 -3.248 -2.151  C134 1.488, O136 1.429, H137 1.074, H138 1.070
134 C -27.478 -4.526 -1.516  C133 1.488, O135 1.433, H139 1.098, H140 1.102
135 O -28.255 -5.272 -2.460  C134 1.433, H141 0.973
136 O -26.528 -3.557 -3.442  C133 1.429, H142 0.955
137 H -26.298 -2.776 -1.555  C133 1.074
138 H -27.952 -2.672 -2.250  C133 1.070
139 H -28.155 -4.367 -0.666  C134 1.098
140 H -26.605 -5.157 -1.283  C134 1.102
141 H -27.655 -5.286 -3.226  O135 0.973
142 H -25.627 -3.246 -3.498  O136 0.955
143 C -31.103 -4.475 -4.725  C144 1.517, O146 1.428, H147 1.086, H148 1.090
144 C -32.584 -4.165 -4.612  C143 1.517, O145 1.383, H149 1.125, H150 1.120
145 O -32.950 -3.666 -3.376  C144 1.383, H151 0.979
146 O -30.668 -4.627 -6.076  C143 1.428, H152 0.991
147 H -30.825 -5.394 -4.217  C143 1.086
148 H -30.538 -3.656 -4.281  C143 1.090
149 H -33.275 -5.024 -4.838  C144 1.125
150 H -32.829 -3.462 -5.449  C144 1.120
151 H -32.540 -2.777 -3.359  O145 0.979
152 H -30.828 -3.756 -6.522  O146 0.991
153 C -26.771 -4.419 -6.521  C154 1.506, O156 1.393, H157 1.103, H158 1.052
154 C -26.560 -5.834 -6.049  C153 1.506, O155 1.364, H159 1.077, H160 1.084
155 O -27.491 -6.309 -5.174  C154 1.364, H161 0.962
156 O -27.863 -4.347 -7.382  C153 1.393, H162 1.000
157 H -25.886 -4.172 -7.131  C153 1.103
158 H -26.864 -3.848 -5.643  C153 1.052
159 H -25.664 -5.705 -5.466  C154 1.077
160 H -26.329 -6.516 -6.859  C154 1.084
161 H -28.321 -6.571 -5.582  O155 0.962
162 H -28.714 -4.562 -6.902  O156 1.000
163 C -33.652 -0.281 -5.638  C164 1.485, O166 1.496, H167 1.086, H168 1.084
164 C -32.263 -0.436 -5.136  C163 1.485, O165 1.417, H169 1.072, H170 1.119
165 O -32.256 -0.634 -3.733  C164 1.417, H171 0.974
166 O -34.354 -1.575 -5.904  C163 1.496, H172 0.943
167 H -33.671 0.331 -6.535  C163 1.086
168 H -34.221 0.299 -4.921  C163 1.084
169 H -31.728 0.453 -5.405  C164 1.072
170 H -31.753 -1.305 -5.623  C164 1.119
171 H -31.925 0.185 -3.322  O165 0.974
172 H -34.240 -1.987 -5.064  O166 0.943
173 C -24.977 -0.021 -11.039  C174 1.473, O176 1.408, H177 1.092, H178 1.129
174 C -24.749 0.539 -9.696  C173 1.473, O175 1.444, H179 1.114, H180 1.067
175 O -24.740 -0.468 -8.662  C174 1.444, H181 0.976
176 O -25.123 1.101 -11.877  C173 1.408, H182 0.963
177 H -25.852 -0.674 -11.048  C173 1.092
178 H -24.083 -0.645 -11.332  C173 1.129
179 H -25.421 1.408 -9.507  C174 1.114
180 H -23.798 1.016 -9.776  C174 1.067
181 H -25.621 -0.870 -8.549  O175 0.976
182 H -25.264 0.772 -12.771  O176 0.963
183 C -26.181 -3.621 -10.771  C184 1.506, O186 1.422, H187 1.101, H188 1.098
184 C -25.795 -5.043 -11.085  C183 1.506, O185 1.391, H189 1.104, H190 1.079
185 O -24.409 -5.063 -11.204  C184 1.391, H191 0.971
186 O -27.552 -3.522 -10.407  C183 1.422, H192 0.988
187 H -26.063 -3.106 -11.737  C183 1.101
188 H -25.544 -3.181 -9.993  C183 1.098
189 H -26.381 -5.314 -11.981  C184 1.104
190 H -25.973 -5.803 -10.340  C184 1.079
191 H -24.034 -5.762 -11.763  O185 0.971
192 H -27.574 -3.875 -9.484  O186 0.988
193 C -29.431 2.474 -4.938  C194 1.517, O196 1.421, H197 1.094, H198 1.081
194 C -29.512 2.231 -3.443  C193 1.517, O195 1.429, H199 1.100, H200 1.116
195 O -30.529 3.031 -2.835  C194 1.429, H201 0.971
196 O -29.421 3.877 -5.168  C193 1.421, H202 1.001
197 H -30.320 2.028 -5.393  C193 1.094
198 H -28.548 1.950 -5.278  C193 1.081
199 H -28.599 2.480 -2.883  C194 1.100
200 H -29.739 1.152 -3.271  C194 1.116
201 H -30.454 3.925 -3.209  O195 0.971
202 H -28.517 4.233 -5.410  O196 1.001

Properties
energy relative to the best compared isomer or geometry (same formula, charge and spin)	0.0	kcal/mol
total charge	0
Kohn-Sham gap	9.730	eV
calculated total energy	-4036.52390	a.u.

Here are the Mulliken charges for atoms 1 to 4, given in e: atom 1 (C): -1.21, atom 2 (C): 1.80, atom 3 (C): -1.45, atom 4 (O): 0.05